[1]
Here is an isolated ion of composition C25H26F13IN3OS and charge +1 from the OMol25 dataset. Energies are from the ωB97M-V functional and the def2-TZVPD basis.

**Orbital gap**: 7.1 eV
**Highest occupied orbital energy**: -0.431 hartree
**LUMO level**: -4.598 eV
**Charge**: +1
**SMILES**: C#CCCCN(CC(=O)c1ccccc1)/C(NI)=[N+](\CCCC#C)CCC(F)(F)C(F)(F)C(F)(F)C(F)(F)S(F)(F)(F)(F)F

Structure (XYZ):
```
70
Properties=species:S:1:pos:R:3:mulliken_charge:R:1
C 6.145 -3.559 0.632 0.050
C 5.225 -3.726 -0.165 -0.716
C 3.946 -3.858 -1.061 -0.118
C 3.964 -2.827 -2.298 -0.715
C 3.889 -1.309 -1.745 -0.848
N 2.601 -1.175 -1.039 1.087
C 2.671 -0.859 0.398 0.240
C 3.460 0.445 0.830 -0.059
O 4.565 0.803 0.449 -0.530
C 2.737 1.384 1.901 0.594
C 2.680 2.876 1.809 -0.484
C 1.904 3.589 2.903 -0.626
C 1.215 2.848 4.025 -0.397
C 1.288 1.342 4.114 -0.577
C 2.055 0.633 3.039 -0.222
C 1.552 -0.550 -1.778 -0.652
N 1.709 0.622 -2.607 -0.522
I 1.723 2.387 -1.579 0.251
N 0.350 -1.108 -1.766 0.558
C 0.036 -2.353 -1.006 -0.230
C -0.644 -2.090 0.421 -0.866
C -2.184 -2.515 0.491 -0.322
C -2.749 -1.889 1.830 -0.423
C -3.133 -1.367 2.873 -0.299
C -0.804 -0.545 -2.550 -1.163
C -1.678 0.483 -1.676 0.551
C -2.801 1.226 -2.513 0.917
F -2.864 0.541 -3.766 -0.379
F -2.316 2.503 -2.813 -0.291
C -4.266 1.168 -1.908 0.472
F -5.124 1.055 -3.034 -0.320
F -4.454 -0.069 -1.247 -0.212
C -4.806 2.425 -1.122 0.575
F -6.175 2.184 -0.882 -0.264
F -4.855 3.478 -2.072 -0.280
C -3.999 2.990 0.104 0.547
F -4.210 4.387 0.088 -0.257
F -2.601 2.883 0.004 -0.200
S -4.471 2.437 1.829 1.234
F -2.944 1.792 2.038 -0.291
F -3.857 3.877 2.414 -0.326
F -5.943 3.144 1.779 -0.276
F -5.001 0.966 1.366 -0.266
F -4.797 2.008 3.387 -0.294
H 7.101 -3.599 1.215 0.394
H 3.010 -3.741 -0.420 -0.001
H 3.898 -4.927 -1.456 0.438
H 3.128 -3.041 -3.028 0.299
H 4.985 -2.988 -2.785 0.456
H 4.038 -0.652 -2.651 0.422
H 4.814 -1.193 -1.100 0.419
H 3.171 -1.745 0.925 0.420
H 1.629 -0.794 0.825 -0.517
H 3.176 3.407 0.952 0.602
H 1.804 4.709 2.863 0.358
H 0.616 3.377 4.826 0.363
H 0.772 0.750 4.923 0.375
H 2.081 -0.503 3.087 0.322
H 2.448 0.530 -3.309 0.340
H 0.929 -3.019 -0.836 -0.194
H -0.710 -2.987 -1.594 0.701
H -0.628 -0.956 0.576 0.359
H -0.063 -2.563 1.267 0.520
H -2.792 -2.088 -0.365 0.270
H -2.261 -3.639 0.583 0.480
H -3.134 -0.712 3.788 0.366
H -1.519 -1.403 -2.787 0.225
H -0.495 -0.131 -3.551 0.390
H -0.989 1.303 -1.278 -0.067
H -2.045 -0.071 -0.766 -0.393
```

***

[2]
Here is a 2-piece molecular cluster, C5H12O2 overall from the OMol25 dataset. Energies are from the ωB97M-V functional and the def2-TZVPD basis.

**Orbital gap**: 10.9 eV
**Highest occupied orbital energy**: -0.367 hartree
**LUMO level**: 0.907 eV
**Charge**: 0
**Energy above the lowest of the compared OMol25 structures with the same formula, charge and spin**: 226.84 kJ/mol
**SMILES**: CC[C@@H](O)CC=O.[H][H]

Structure (XYZ):
```
19
Properties=species:S:1:pos:R:3:mulliken_charge:R:1
C -0.307 -1.126 2.400 -1.319
C 0.360 -0.788 1.064 -0.324
C -0.713 -0.210 0.089 -0.299
O -1.127 1.041 0.588 -0.568
C -0.374 0.014 -1.443 -0.634
C 1.012 0.481 -1.231 0.028
O 1.285 1.580 -0.789 -0.488
H -0.785 -0.236 2.820 0.305
H -1.077 -1.893 2.263 0.337
H 0.413 -1.504 3.135 0.374
H 1.148 -0.043 1.248 0.335
H 0.863 -1.680 0.664 0.319
H -1.568 -0.883 0.102 0.500
H -0.407 1.665 0.382 0.456
H -1.069 0.785 -1.796 0.384
H -0.445 -0.856 -2.110 0.288
H 1.769 -0.323 -1.276 0.285
H 0.356 1.800 -3.333 0.105
H 0.666 2.176 -2.778 -0.083
```

***

[3]
Here is one molecule with the formula C9H8N2O2S from the OMol25 dataset. Energies are from the ωB97M-V functional and the def2-TZVPD basis.

**Orbital gap**: 6.8 eV
**Highest occupied orbital energy**: -0.278 hartree
**LUMO level**: -0.751 eV
**Charge**: 0
**Energy above the lowest of the compared OMol25 structures with the same formula, charge and spin**: 548.34 kJ/mol

Structure (XYZ):
```
22
Properties=species:S:1:pos:R:3:mulliken_charge:R:1
C -3.117 -1.350 -0.024 -0.585
C -2.246 -2.143 0.720 -0.563
C -2.590 -0.379 -0.829 -0.532
C -0.844 -2.035 0.679 -0.654
C -1.219 -0.216 -0.904 -0.414
C -0.348 -1.080 -0.226 0.494
C 1.505 0.575 -0.033 0.364
C 1.813 -1.864 -0.239 0.739
C 3.466 1.907 0.234 -0.897
N 1.047 -0.829 -0.102 0.122
N 2.806 0.637 -0.021 0.482
O 0.695 1.477 0.142 -0.649
O 3.589 -0.401 -0.060 -0.753
S 2.395 -3.293 -0.182 -0.248
H -4.114 -1.292 0.077 0.483
H -2.788 -2.843 1.381 0.285
H -3.137 0.366 -1.348 0.388
H -0.257 -2.487 1.305 0.674
H -0.941 0.613 -1.461 0.415
H 4.499 1.828 0.219 0.369
H 3.281 2.636 -0.739 0.240
H 3.117 2.521 1.186 0.241
```

***

[4]
Here is a 2-piece molecular cluster, C3H5ClFN overall from the OMol25 dataset. Energies are from the ωB97M-V functional and the def2-TZVPD basis.

**Orbital gap (spin up / spin down)**: 10.0 / 7.2 eV
**Highest occupied orbital energy (spin up / spin down)**: -0.358 / -0.325 hartree
**LUMO level (spin up / spin down)**: 0.229 / -1.635 eV
**Charge**: 0
**Energy above the lowest of the compared OMol25 structures with the same formula, charge and spin**: 528.00 kJ/mol

Structure (XYZ):
```
11
Properties=species:S:1:pos:R:3:mulliken_charge:R:1
C 1.586 0.984 0.264 -0.751
C 1.003 -0.153 0.748 0.752
C -1.856 -0.669 -1.224 -0.769
N -0.090 -0.271 1.431 -0.292
F -0.777 0.944 1.647 -0.166
Cl 1.762 -1.653 0.470 -0.136
H 2.699 1.174 0.300 0.251
H 1.098 1.789 -0.200 0.336
H -2.130 -1.676 -1.662 0.258
H -2.405 -0.138 -0.514 0.319
H -0.889 -0.331 -1.260 0.198
```

***

[5]
Here is a 3-piece molecular cluster, C22H50N4O5PS overall from the OMol25 dataset. Energies are from the ωB97M-V functional and the def2-TZVPD basis.

**Orbital gap**: 8.4 eV
**Highest occupied orbital energy**: -0.426 hartree
**LUMO level**: -3.169 eV
**Charge**: +1

Structure (XYZ):
```
83
Properties=species:S:1:pos:R:3:mulliken_charge:R:1
C -1.444 4.029 5.725 -1.093
C -0.196 4.066 4.909 0.843
C 0.757 5.194 5.146 -1.434
N 0.058 3.173 4.018 -0.054
C -0.550 3.070 2.809 -0.742
N 0.209 3.614 1.550 -0.275
C -0.728 3.357 0.609 0.088
N -1.026 4.112 -0.413 -0.064
C -2.078 3.806 -1.404 -0.391
O -1.832 2.618 -2.078 -0.393
C -2.842 1.628 -1.984 -0.050
O -4.071 2.108 -2.411 -0.409
C -5.112 2.116 -1.444 -0.058
C -5.873 0.810 -1.382 -0.589
O -6.532 0.544 -2.605 -0.504
N -1.379 2.145 0.848 -0.135
C -0.887 1.702 2.221 0.744
P -2.047 0.684 3.184 0.873
O -2.458 -0.554 2.248 -0.569
O -3.386 1.512 3.452 -0.518
S -1.198 0.098 4.773 -0.354
H -1.727 3.013 5.989 0.262
H -2.258 4.485 5.149 0.283
H -1.339 4.641 6.617 0.427
H 0.944 5.366 6.203 0.487
H 1.672 5.010 4.592 0.343
H 0.270 6.076 4.716 0.297
H -1.507 3.621 2.755 0.391
H 0.304 4.622 1.665 0.384
H -0.497 4.960 -0.553 0.301
H -2.041 4.626 -2.119 0.331
H -3.051 3.849 -0.917 0.249
H -2.518 0.838 -2.658 0.434
H -2.932 1.201 -0.979 0.087
H -5.788 2.927 -1.708 0.318
H -4.730 2.353 -0.440 0.162
H -6.615 0.913 -0.583 0.408
H -5.236 -0.032 -1.101 0.195
H -7.475 0.677 -2.468 0.330
H -0.993 1.530 0.131 0.463
H -0.017 1.090 1.975 -0.763
H -2.413 -0.351 1.303 0.333
H -3.897 1.711 2.653 0.320
C 3.137 0.883 2.929 -1.237
C 2.920 0.694 1.431 -0.428
C 2.347 -0.676 1.069 0.205
C 3.234 -1.867 1.427 -0.923
C 4.628 -1.837 0.803 -0.530
C 4.602 -1.863 -0.723 -1.020
H 3.874 0.189 3.332 0.416
H 3.491 1.894 3.141 0.368
H 2.204 0.739 3.481 0.169
H 3.855 0.870 0.896 0.524
H 2.219 1.463 1.080 0.148
H 2.130 -0.696 -0.005 -0.003
H 1.380 -0.804 1.574 0.126
H 2.725 -2.783 1.114 0.394
H 3.332 -1.937 2.513 0.360
H 5.183 -2.706 1.162 0.415
H 5.184 -0.960 1.146 0.236
H 4.072 -2.747 -1.082 0.168
H 5.615 -1.892 -1.126 0.401
H 4.111 -0.978 -1.133 0.258
C 0.856 -3.274 -2.268 -0.847
C 0.601 -3.460 -3.761 -0.458
C 0.032 -4.834 -4.112 -0.785
C 0.944 -6.013 -3.770 -0.685
C 2.327 -5.966 -4.419 -0.259
C 2.285 -5.997 -5.944 -1.224
H 1.609 -3.971 -1.897 0.217
H 1.218 -2.263 -2.066 0.223
H -0.062 -3.424 -1.694 0.310
H 1.525 -3.279 -4.315 0.255
H -0.110 -2.699 -4.095 0.373
H -0.207 -4.854 -5.178 0.324
H -0.921 -4.969 -3.590 0.356
H 0.442 -6.937 -4.071 0.397
H 1.065 -6.080 -2.685 0.304
H 2.901 -6.826 -4.066 0.374
H 2.873 -5.078 -4.085 0.157
H 1.768 -6.890 -6.301 0.293
H 3.294 -6.009 -6.357 0.388
H 1.776 -5.123 -6.353 0.282
```

***

These records have maximum force values of 4.45, 0.55, 7.40, 3.72, 2.01 eV/A, in the order they appear.
These records have electronic energy values of -3201.19190, -348.11842, -1005.76217, -731.88691, -2202.77699 a.u., in the order they appear.